Record 1
Here is a 6-piece molecular cluster, C24H65N5O9 overall from OMol25. Energies are from ωB97M-V/def2-TZVPD.

Each atom is followed by the atoms it is bonded to, with distances in Å.
Positions of all 103 atoms, in Å:
1 N 0.41828 1.02521 1.18832  H2 0.903, H3 1.034, H4 1.007, H5 1.004
2 H 0.04187 0.20537 1.14500  N1 0.903
3 H -0.04980 1.55139 1.94500  N1 1.034
4 H 0.25064 1.49496 0.31312  N1 1.007
5 H 1.41510 0.95147 1.28404  N1 1.004
6 O 1.37987 3.65677 0.91828  H7 0.904
7 H 1.59985 4.52651 1.02957  O6 0.904
8 C 2.38961 -1.27437 -1.08349  O9 1.435, H17 1.094, H18 1.225, H19 1.011
9 O 2.56368 0.14417 -1.21242  C8 1.435, C10 1.404
10 C 1.41280 0.77860 -1.70772  O9 1.404, C11 1.541, H20 1.115, H21 1.161
11 C 1.53721 2.31342 -1.77326  C10 1.541, N12 1.425, H22 1.216, H23 0.997
12 N 0.34074 2.96782 -1.35839  C11 1.425, C13 1.405, H24 1.176
13 C -0.14617 4.03562 -2.13135  N12 1.405, C14 1.539, H25 1.323, H26 1.134
14 C 0.68427 5.32697 -2.24338  C13 1.539, O15 1.528, H27 1.042, H28 1.068
15 O -0.00965 6.29062 -3.20491  C14 1.528, C16 1.436
16 C 0.37313 7.66748 -3.06524  O15 1.436, H29 1.102, H30 1.160, H31 1.110
17 H 1.64022 -1.58649 -1.81737  C8 1.094
18 H 1.81317 -1.63405 -0.06429  C8 1.225
19 H 3.29448 -1.67197 -0.87173  C8 1.011
20 H 0.60049 0.66410 -0.95187  C10 1.115
21 H 0.85617 0.30540 -2.61016  C10 1.161
22 H 1.91606 2.68704 -2.86655  C11 1.216
23 H 2.22570 2.68789 -1.15712  C11 0.997
24 H 0.49398 3.38513 -0.26995  N12 1.176
25 H -1.20852 4.28246 -1.38248  C13 1.323
26 H -0.48369 3.53204 -3.08971  C13 1.134
27 H 1.69758 5.17012 -2.42688  C14 1.042
28 H 0.53227 5.78007 -1.28813  C14 1.068
29 H 0.15966 7.95927 -2.02407  C16 1.102
30 H -0.49255 8.05612 -3.73274  C16 1.160
31 H 1.44499 7.91340 -3.21665  C16 1.110
32 C -2.27508 2.09173 -0.64850  O33 1.456, H41 0.993, H42 1.192, H43 1.090
33 O -2.03283 0.66322 -0.50100  C32 1.456, C34 1.430
34 C -1.76795 0.07663 -1.77755  O33 1.430, C35 1.540, H44 1.065, H45 0.930
35 C -3.07380 -0.03858 -2.58509  C34 1.540, N36 1.411, H46 1.075, H47 1.077
36 N -2.91484 -1.06926 -3.53526  C35 1.411, C37 1.475, H48 1.098
37 C -4.02698 -1.03368 -4.50308  N36 1.475, C38 1.601, H49 0.948, H50 1.113
38 C -3.70511 -2.22568 -5.52259  C37 1.601, O39 1.460, H51 1.022, H52 0.985
39 O -4.86090 -2.22341 -6.41538  C38 1.460, C40 1.422
40 C -4.65788 -3.19314 -7.43562  O39 1.422, H53 1.015, H54 1.046, H55 1.099
41 H -1.81591 2.42391 -1.46332  C32 0.993
42 H -1.87662 2.64154 0.33093  C32 1.192
43 H -3.30985 2.41784 -0.75846  C32 1.090
44 H -1.37120 -0.87910 -1.52434  C34 1.065
45 H -1.15620 0.58425 -2.26024  C34 0.930
46 H -3.39436 0.87366 -3.05601  C35 1.075
47 H -3.79884 -0.32529 -1.84276  C35 1.077
48 H -2.93572 -2.03119 -3.00668  N36 1.098
49 H -4.06495 -0.23398 -5.01162  C37 0.948
50 H -4.84978 -1.43864 -3.87225  C37 1.113
51 H -3.66016 -3.19169 -5.19322  C38 1.022
52 H -2.89298 -1.95688 -6.01114  C38 0.985
53 H -4.78539 -4.18644 -7.27327  C40 1.015
54 H -3.77082 -3.26334 -7.98620  C40 1.046
55 H -5.40668 -3.04860 -8.22669  C40 1.099
56 C -1.68761 2.32166 4.26653  O57 1.393, H65 1.102, H66 1.126, H67 1.147
57 O -0.35270 1.93347 4.36024  C56 1.393, C58 1.352
58 C 0.37054 3.03534 4.66106  O57 1.352, C59 1.522, H68 1.002, H69 1.150
59 C 1.87314 2.80750 4.57424  C58 1.522, N60 1.453, H70 0.986, H71 1.170
60 N 2.24801 2.34072 3.25009  C59 1.453, C61 1.455, H72 0.943
61 C 3.69893 2.35378 3.13682  N60 1.455, C62 1.573, H73 1.165, H74 1.102
62 C 4.09712 1.57115 1.83117  C61 1.573, O63 1.346, H75 0.943, H76 1.163
63 O 5.42124 1.33040 1.85544  C62 1.346, C64 1.443
64 C 5.83048 0.61484 0.67123  O63 1.443, H77 1.184, H78 0.973, H79 1.154
65 H -2.14279 2.70891 5.19245  C56 1.102
66 H -2.48008 1.70865 3.75285  C56 1.126
67 H -1.76314 3.24634 3.59135  C56 1.147
68 H 0.10320 3.48732 5.51394  C58 1.002
69 H 0.20365 3.87956 3.89870  C58 1.150
70 H 2.21226 2.07830 5.14444  C59 0.986
71 H 2.49893 3.70449 4.98935  C59 1.170
72 H 2.13239 2.87226 2.47992  N60 0.943
73 H 4.31202 1.69226 3.87463  C61 1.165
74 H 4.21503 3.32344 3.22912  C61 1.102
75 H 3.72492 2.04271 1.10397  C62 0.943
76 H 3.60690 0.52028 1.74502  C62 1.163
77 H 6.97443 0.38295 0.86825  C64 1.184
78 H 5.83369 1.04735 -0.20038  C64 0.973
79 H 5.30770 -0.40734 0.55916  C64 1.154
80 C 1.85005 -1.39904 3.75725  O81 1.382, H89 0.998, H90 1.101, H91 1.157
81 O 0.83447 -1.36362 2.82083  C80 1.382, C82 1.448
82 C 0.61602 -2.53063 1.99127  O81 1.448, C83 1.554, H92 1.062, H93 1.168
83 C 0.21502 -3.87317 2.66328  C82 1.554, N84 1.416, H94 1.090, H95 1.028
84 N -0.12294 -4.91551 1.76692  C83 1.416, C85 1.512, H96 1.168
85 C -0.43931 -6.26577 2.36973  N84 1.512, C86 1.573, H97 1.115, H98 0.986
86 C -1.45195 -7.03144 1.44074  C85 1.573, O87 1.371, H99 1.174, H100 1.221
87 O -1.76516 -8.17885 2.12323  C86 1.371, C88 1.387
88 C -2.56664 -8.97128 1.31570  O87 1.387, H101 1.020, H102 1.139, H103 1.068
89 H 2.02178 -0.51950 4.19633  C80 0.998
90 H 2.86112 -1.68478 3.42775  C80 1.101
91 H 1.59764 -2.25327 4.49527  C80 1.157
92 H 1.50722 -2.81273 1.48707  C82 1.062
93 H -0.30567 -2.42165 1.28135  C82 1.168
94 H -0.56082 -3.43431 3.29070  C83 1.090
95 H 1.01099 -4.33848 3.11717  C83 1.028
96 H 0.83391 -5.05109 1.11046  N84 1.168
97 H -1.14106 -6.06269 3.21232  C85 1.115
98 H 0.32626 -6.86079 2.54603  C85 0.986
99 H -0.84669 -7.24194 0.45650  C86 1.174
100 H -2.53514 -6.48061 1.32373  C86 1.221
101 H -2.13598 -9.21311 0.42354  C88 1.020
102 H -3.52700 -8.42967 1.03060  C88 1.139
103 H -2.80104 -9.88890 1.80852  C88 1.068

Values from the calculation:
Highest occupied orbital energy in Eh: -0.270
Spin multiplicity: 1
LUMO energy in eV: 0.37
Frontier orbital gap in eV: 7.73

Record 2
Here is one molecule with the formula C3H2N4O from OMol25. Energies are from ωB97M-V/def2-TZVPD.

Each atom is followed by the atoms it is bonded to, with distances in Å.
Positions of all 10 atoms, in Å:
1 C -1.20684 -0.01518 0.12694  C2 1.521, N9 1.454, O10 1.158
2 C -0.42312 -1.25253 -0.28306  C1 1.521, H4 0.964, N6 1.254
3 C 0.49869 1.42087 -0.13613  H5 0.986, N8 1.505, N9 1.261
4 H -0.92267 -1.83998 -0.86196  C2 0.964
5 H 1.09820 2.09577 -0.53331  C3 0.986
6 N 0.79587 -1.53041 -0.18192  C2 1.254, N7 1.421
7 N 1.52415 -0.58319 0.58708  N6 1.421, N8 1.242
8 N 1.42319 0.64224 0.76006  C3 1.505, N7 1.242
9 N -0.73113 1.26655 -0.36788  C1 1.454, C3 1.261
10 O -2.05635 -0.20415 0.89018  C1 1.158

Values from the calculation:
Highest occupied orbital energy in Eh: -0.353
Spin multiplicity: 1
SMILES: O=c1cnnncn1
LUMO energy in eV: -0.84
Frontier orbital gap in eV: 8.77

Record 3
Here is a 2-piece molecular cluster, C6H6O4S overall from OMol25. Energies are from ωB97M-V/def2-TZVPD.

Each atom is followed by the atoms it is bonded to, with distances in Å.
Positions of all 17 atoms, in Å:
1 C -1.62670 0.36057 0.14265  C2 1.410, C3 1.341, H12 1.132
2 C -0.94477 0.58240 1.35692  C1 1.410, C4 1.392, H13 1.169
3 C -1.02276 0.42840 -1.05254  C1 1.341, C5 1.411, H14 1.001
4 C 0.42269 0.84138 1.35848  C2 1.392, C6 1.396, H15 1.059
5 C 0.38770 0.47434 -1.06409  C3 1.411, C6 1.368, H16 0.997
6 C 1.03477 0.76526 0.10611  C4 1.396, C5 1.368, S11 1.842
7 O 3.55845 1.57672 0.97669  S11 1.464
8 O 3.27162 0.92754 -1.37002  S11 1.417
9 O 2.40198 -2.38302 -0.32410  O10 1.355, H17 0.957
10 O 3.03763 -1.84859 0.74698  O9 1.355
11 S 2.87223 0.75372 -0.02117  C6 1.842, O7 1.464, O8 1.417
12 H -2.74162 0.19287 0.04694  C1 1.132
13 H -1.62039 0.44540 2.30057  C2 1.169
14 H -1.50138 0.33994 -1.92754  C3 1.001
15 H 1.10398 1.05381 2.14045  C4 1.059
16 H 0.89095 0.35498 -1.91646  C5 0.997
17 H 3.00787 -2.10748 -1.01175  O9 0.957

Values from the calculation:
Highest occupied orbital energy (alpha / beta) in Eh: -0.326 / -0.375
Spin multiplicity: 1
LUMO energy (alpha / beta) in eV: -1.24 / -1.56
Frontier orbital gap (alpha / beta) in eV: 7.63 / 8.66

Across the entries above, energy above the lowest of the compared OMol25 structures with the same formula, charge and spin takes the values 162.1, 305.5, 569.1 kJ/mol, respectively.
Across the entries above, DFT total energy takes the values -51800.72138, -11146.10604, -25337.87438 eV, respectively.